No. 1
Formula: C23H41AuN5S2Si3
Source: OMol25
Level of theory: ωB97M-V/def2-TZVPD

```
! wB97M-V def2-TZVPD RIJCOSX def2/J DEFGRID3
* xyz 1 1
Au 1.129 -0.386 0.162
C -0.467 2.202 2.889
Si -1.695 1.604 1.584
C -3.322 1.411 2.539
C -1.855 2.921 0.251
C -1.312 -0.112 0.864
Si -2.178 -0.542 -0.770
C -1.929 -2.356 -1.244
C -1.592 0.495 -2.243
C -4.033 -0.225 -0.578
Si -1.335 -1.481 2.141
C -3.041 -2.254 2.375
C -0.636 -1.132 3.857
C -0.175 -2.833 1.475
C -0.444 -4.187 1.642
C 0.476 -5.136 1.227
C 1.667 -4.705 0.660
C 1.874 -3.349 0.507
N 0.972 -2.443 0.901
H -0.647 3.258 3.104
H 0.566 2.104 2.565
H -0.579 1.654 3.825
H -3.616 2.381 2.945
H -3.202 0.723 3.378
H -4.140 1.046 1.916
H -2.015 3.902 0.704
H -2.690 2.727 -0.425
H -0.948 2.982 -0.350
H -0.871 -2.601 -1.351
H -2.415 -2.552 -2.202
H -2.359 -3.043 -0.512
H -0.618 0.947 -2.063
H -2.292 1.305 -2.458
H -1.516 -0.133 -3.133
H -4.472 -0.826 0.221
H -4.547 -0.478 -1.508
H -4.229 0.826 -0.359
H -3.777 -1.490 2.627
H -3.021 -2.972 3.198
H -3.390 -2.767 1.477
H -1.268 -0.441 4.419
H 0.371 -0.713 3.816
H -0.590 -2.066 4.420
H -1.384 -4.484 2.087
H 0.273 -6.192 1.353
H 2.423 -5.406 0.337
H 2.781 -2.968 0.055
S 1.730 -1.648 -2.090
C 1.587 -0.768 -3.559
N 1.088 -1.415 -4.613
C 0.999 -0.811 -5.938
C 0.733 0.678 -5.776
C 1.829 1.277 -4.910
N 1.990 0.483 -3.692
H 0.825 -2.375 -4.473
H 0.192 -1.295 -6.485
H 1.933 -0.969 -6.484
H -0.234 0.832 -5.295
H 0.713 1.165 -6.749
H 1.581 2.296 -4.616
H 2.775 1.301 -5.456
H 2.357 0.943 -2.870
C 4.390 4.748 2.292
C 3.764 3.416 2.047
C 3.842 2.371 2.973
C 3.197 1.193 2.661
N 2.510 1.055 1.528
C 2.489 2.105 0.698
S 1.513 1.847 -0.705
N 3.092 3.260 0.905
H 5.190 4.687 3.026
H 3.627 5.434 2.667
H 4.764 5.159 1.357
H 4.383 2.479 3.902
H 3.208 0.341 3.330
*
```

Summary:
Molar mass, g mol⁻¹: 732.975
Frontier orbital gap, eV: 5.62
LUMO, Ha: -0.172
Energy relative to the best compared isomer or geometry (same formula, charge and spin), kcal/mol: 32.00
HOMO energy, eV: -10.31

Results of the Mulliken charge analysis, in e, for atoms 1 through 8: 0.94 -0.67 -0.17 -1.09 -0.88 0.91 0.14 -1.00



No. 2
Formula: C2HNS2
Source: OMol25
Level of theory: ωB97M-V/def2-TZVPD

```
! wB97M-V def2-TZVPD RIJCOSX def2/J DEFGRID3
* xyz 0 1
C 0.347 -0.376 1.365
C 0.013 0.249 0.156
N 0.775 -1.136 2.137
S -0.745 -0.686 -1.027
S -0.579 0.638 -2.387
H 0.189 1.310 -0.244
*
```

Summary:
Molar mass, g mol⁻¹: 103.171
Frontier orbital gap (alpha / beta), eV: 7.44 / 7.05
LUMO (alpha / beta), Ha: -0.071 / -0.082
Energy relative to the best compared isomer or geometry (same formula, charge and spin), kcal/mol: 20.44
HOMO energy (alpha / beta), eV: -9.38 / -9.27

For reference, the natural (NBO) charges in units of e are: 0.18 -0.50 -0.25 0.55 -0.27 0.29



No. 3
Formula: C34H55ClN3OP2Sr
Source: OMol25
Level of theory: ωB97M-V/def2-TZVPD

```
! wB97M-V def2-TZVPD RIJCOSX def2/J DEFGRID3
* xyz 1 1
C -2.512 1.243 -1.422
C -2.370 -1.035 -0.906
C -3.659 1.055 -2.187
C -3.645 -1.232 -1.518
C -4.277 -0.196 -2.177
H -4.032 1.905 -2.760
H -4.083 -2.222 -1.445
H -5.239 -0.323 -2.659
N -1.911 0.259 -0.734
P -0.975 2.981 0.144
P -0.112 -2.750 0.179
C -1.875 2.642 -1.419
H -1.184 2.703 -2.273
H -2.653 3.397 -1.600
C -1.669 -2.199 -0.430
H -2.360 -3.054 -0.342
C 0.344 -3.949 -1.266
C -0.542 -3.707 1.823
C 0.619 3.982 -0.269
C -2.369 3.862 1.089
C 1.875 -3.935 -1.335
H 2.320 -4.318 -0.405
H 2.214 -4.574 -2.167
H 2.245 -2.915 -1.499
C -0.156 -5.379 -1.101
H 0.277 -5.883 -0.230
H -1.251 -5.420 -1.057
H 0.153 -5.945 -1.996
C -0.249 -3.422 -2.578
H 0.120 -4.028 -3.425
H -1.344 -3.470 -2.582
H 0.041 -2.378 -2.744
C 0.741 -4.408 2.302
H 1.553 -3.685 2.476
H 0.532 -4.908 3.261
H 1.108 -5.173 1.603
C -0.967 -2.668 2.878
H -0.161 -1.952 3.131
H -1.885 -2.127 2.595
H -1.200 -3.212 3.807
C -1.689 -4.702 1.632
H -1.473 -5.482 0.896
H -1.858 -5.209 2.595
H -2.626 -4.204 1.355
C -1.850 4.162 2.505
H -2.624 4.732 3.037
H -1.659 3.239 3.072
H -0.931 4.761 2.499
C -3.556 2.881 1.198
H -3.964 2.603 0.217
H -3.284 1.963 1.743
H -4.358 3.380 1.762
C -2.832 5.145 0.391
H -3.719 5.513 0.928
H -2.077 5.937 0.425
H -3.129 4.989 -0.654
C 0.986 3.838 -1.751
H 0.285 4.363 -2.416
H 1.983 4.277 -1.911
H 1.040 2.784 -2.054
C 1.734 3.343 0.591
H 1.927 2.295 0.304
H 2.672 3.893 0.433
H 1.506 3.373 1.667
C 0.466 5.467 0.058
H -0.286 5.948 -0.580
H 0.224 5.649 1.112
H 1.428 5.961 -0.146
Sr -0.190 0.180 1.329
C -2.007 0.723 3.517
O -2.733 0.751 4.411
N 0.957 -0.340 -0.785
C 1.253 -0.687 -1.874
C 2.168 -0.540 -3.104
C 1.756 -1.490 -4.215
C 2.031 0.886 -3.616
C 3.589 -0.848 -2.637
H 1.864 -2.535 -3.911
H 0.723 -1.295 -4.527
H 2.403 -1.342 -5.088
H 2.407 1.612 -2.887
H 2.594 1.025 -4.549
H 0.974 1.110 -3.813
H 4.318 -0.718 -3.448
H 3.877 -0.198 -1.798
H 3.657 -1.886 -2.290
Cl 3.051 1.787 5.985
C 3.131 0.817 4.581
C 4.318 0.177 4.230
C 4.327 -0.596 3.069
C 3.161 -0.698 2.302
N 2.015 -0.067 2.645
C 1.982 0.679 3.781
H 5.195 0.289 4.857
H 5.218 -1.122 2.738
H 3.123 -1.300 1.381
H 1.038 1.165 4.048
*
```

Summary:
Molar mass, g mol⁻¹: 706.855
Frontier orbital gap, eV: 5.47
LUMO, Ha: -0.101
Energy relative to the best compared isomer or geometry (same formula, charge and spin), kcal/mol: 6.42
HOMO energy, eV: -8.23

Results of the Mulliken charge analysis, in e, for atoms 1 through 8: -0.49 0.06 -0.85 -1.45 -0.84 0.46 0.49 0.40



No. 4
Formula: C30H36GeInN5OSe
Source: OMol25
Level of theory: ωB97M-V/def2-TZVPD

```
! wB97M-V def2-TZVPD RIJCOSX def2/J DEFGRID3
* xyz 2 1
In -0.729 1.710 1.030
C 4.205 4.435 -0.466
C 3.256 5.400 -0.792
C 1.909 5.158 -0.591
C 1.523 3.934 -0.054
C 2.462 2.967 0.269
C 3.809 3.215 0.064
N 0.159 3.605 0.187
N -0.707 4.429 -0.142
C -2.062 4.079 0.067
C -2.984 5.045 -0.317
C -4.337 4.781 -0.165
C -4.746 3.566 0.359
C -3.812 2.598 0.740
C -2.461 2.845 0.595
H 5.255 4.637 -0.629
H 3.572 6.348 -1.204
H 1.165 5.901 -0.838
H 2.140 2.015 0.672
H 4.547 2.463 0.310
H -2.629 5.981 -0.726
H -5.069 5.521 -0.456
H -5.801 3.360 0.480
H -4.170 1.661 1.149
C 1.962 -1.336 5.710
Ge 2.434 -1.735 3.865
C 4.337 -1.956 3.560
C 1.379 -3.201 3.130
C 1.911 -0.120 2.780
Se 0.076 0.439 3.183
C 0.416 1.878 4.454
H 2.180 -2.202 6.335
H 0.897 -1.122 5.820
H 2.541 -0.496 6.095
H 4.699 -2.823 4.112
H 4.892 -1.083 3.901
H 4.544 -2.118 2.503
H 1.495 -4.089 3.751
H 1.732 -3.454 2.128
H 0.312 -2.965 3.105
H 1.950 -0.343 1.714
H 2.546 0.743 2.982
H 0.799 1.406 5.354
H -0.530 2.372 4.663
H 1.139 2.572 4.035
C -4.558 -2.171 -4.991
C -3.352 -2.819 -4.370
C -2.209 -3.086 -5.116
C -1.096 -3.677 -4.538
C -1.114 -4.033 -3.196
N 0.042 -4.660 -2.646
C 0.515 -4.572 -1.372
O 1.155 -5.433 -0.822
N 0.211 -3.387 -0.652
C 0.226 -2.078 -1.073
C 0.550 -1.647 -2.367
C 0.503 -0.300 -2.667
C 0.170 0.619 -1.690
N -0.098 0.215 -0.441
C -0.082 -1.091 -0.141
C -2.258 -3.802 -2.441
C -3.354 -3.188 -3.026
H -4.474 -2.136 -6.075
H -4.681 -1.147 -4.631
H -5.467 -2.717 -4.739
H -2.188 -2.835 -6.169
H -0.214 -3.877 -5.135
H 0.381 -5.487 -3.118
H 0.358 -3.545 0.336
H 0.845 -2.361 -3.120
H 0.738 0.045 -3.664
H 0.132 1.681 -1.893
H -0.337 -1.372 0.876
H -2.306 -4.129 -1.410
H -4.247 -3.029 -2.433
*
```

Summary:
Molar mass, g mol⁻¹: 749.040
Frontier orbital gap, eV: 6.19
LUMO, Ha: -0.249
Energy relative to the best compared isomer or geometry (same formula, charge and spin), kcal/mol: 0.00
HOMO energy, eV: -12.96

Results of the Mulliken charge analysis, in e, for atoms 1 through 8: 1.21 -0.52 -0.67 -0.33 0.30 0.42 -0.80 0.66



No. 5
Formula: C36H41AsBrFeN6OTe
Source: OMol25
Level of theory: ωB97M-V/def2-TZVPD

```
! wB97M-V def2-TZVPD RIJCOSX def2/J DEFGRID3
* xyz 1 5
Fe 0.204 -0.259 -0.274
C -5.381 3.220 0.000
C -3.967 2.789 0.235
C -2.894 3.595 -0.142
C -1.597 3.192 0.072
C -1.296 1.968 0.692
N 0.000 1.542 0.889
C 0.871 2.321 1.556
C 0.441 3.502 2.215
C 1.307 4.380 2.809
C 2.678 4.131 2.800
C 3.655 5.102 3.376
C 3.114 2.929 2.266
C 2.256 2.006 1.676
N 2.798 0.776 1.262
C 4.112 0.440 1.257
C 4.200 -0.913 1.036
C 2.877 -1.332 0.902
N 2.046 -0.308 1.037
C -2.384 1.159 1.082
C -3.688 1.568 0.833
N -2.173 -0.043 1.782
C -2.930 -0.491 2.805
C -2.424 -1.712 3.183
C -1.344 -1.926 2.322
N -1.202 -0.912 1.486
H -5.442 4.301 -0.102
H -5.775 2.773 -0.916
H -6.021 2.907 0.824
H -3.082 4.549 -0.611
H -0.776 3.826 -0.227
H -0.618 3.711 2.237
H 0.924 5.276 3.276
H 3.240 6.106 3.386
H 3.912 4.833 4.400
H 4.573 5.105 2.793
H 4.168 2.712 2.336
H 4.911 1.142 1.381
H 5.088 -1.507 0.982
H 2.496 -2.324 0.749
H -4.506 0.920 1.116
H -3.731 0.094 3.207
H -2.777 -2.351 3.964
H -0.687 -2.772 2.278
O -5.900 -2.073 -2.816
C -4.755 -1.862 -2.170
C -4.305 -2.681 -1.129
C -3.076 -2.422 -0.565
N -2.288 -1.431 -0.966
C -2.742 -0.641 -1.919
Br -1.515 0.736 -2.404
C -3.952 -0.784 -2.560
H -6.341 -2.873 -2.498
H -4.896 -3.516 -0.790
H -2.676 -3.034 0.232
H -4.268 -0.116 -3.342
C 1.808 -4.456 -1.130
Te 0.269 -2.932 -1.323
C 1.096 -2.189 -3.178
H 1.886 -5.002 -2.062
H 1.493 -5.144 -0.353
H 2.773 -4.039 -0.872
H 2.172 -2.100 -3.077
H 0.667 -1.211 -3.373
H 0.862 -2.853 -4.004
C 1.520 1.716 -3.843
As 2.096 1.230 -2.024
C 2.480 3.082 -1.486
C 3.974 0.598 -2.412
C 4.662 1.361 -3.485
C 4.477 1.021 -4.822
C 5.098 1.738 -5.828
C 5.923 2.805 -5.516
C 6.110 3.157 -4.190
C 5.475 2.449 -3.186
H 2.328 2.229 -4.366
H 0.660 2.384 -3.770
H 1.227 0.849 -4.434
H 3.016 3.600 -2.281
H 3.062 3.137 -0.567
H 1.534 3.596 -1.317
H 3.886 -0.456 -2.691
H 4.533 0.656 -1.474
H 3.854 0.175 -5.081
H 4.939 1.458 -6.859
H 6.421 3.353 -6.302
H 6.756 3.984 -3.931
H 5.634 2.723 -2.151
*
```

Summary:
Molar mass, g mol⁻¹: 912.036
Frontier orbital gap (alpha / beta), eV: 6.46 / 6.20
LUMO (alpha / beta), Ha: -0.087 / -0.096
⟨S²⟩: 6.01
HOMO energy (alpha / beta), eV: -8.84 / -8.82

Results of the Mulliken charge analysis, in e, for atoms 1 through 8: 0.79 -1.61 0.37 -1.00 0.47 -0.38 1.02 1.18



No. 6
Formula: C20H14BiN7O3S
Source: OMol25
Level of theory: ωB97M-V/def2-TZVPD

```
! wB97M-V def2-TZVPD RIJCOSX def2/J DEFGRID3
* xyz -1 2
Bi -0.495 -0.687 -0.420
O 4.810 -2.165 0.648
C 4.268 -2.302 1.860
C 5.102 -2.826 2.944
C 4.562 -2.813 4.177
C 3.274 -2.435 4.410
C 2.478 -1.979 3.444
C 2.945 -1.892 2.134
C 2.039 -1.583 0.978
O 0.763 -1.615 1.191
N 2.574 -1.404 -0.244
N 1.698 -1.064 -1.170
C 2.151 -0.488 -2.330
C 1.285 0.246 -3.114
C 1.583 0.887 -4.329
C 0.590 1.372 -5.138
C -0.701 1.363 -4.660
C -1.029 0.788 -3.411
N -0.042 0.274 -2.666
H 3.971 -1.881 0.146
H 6.169 -2.914 2.845
H 5.273 -2.869 5.058
H 3.055 -2.291 5.507
H 1.456 -1.572 3.670
H 3.177 -0.399 -2.623
H 2.563 0.832 -4.849
H 0.818 1.655 -6.133
H -1.498 1.611 -5.314
H -2.046 0.699 -3.114
O -2.725 0.381 -0.768
N -3.718 0.587 0.079
C -4.540 1.573 -0.172
C -5.557 1.833 0.672
C -5.815 1.038 1.804
C -4.958 0.031 2.029
C -3.849 -0.180 1.180
S -2.597 -1.241 1.642
H -4.257 2.174 -1.001
H -6.217 2.651 0.542
H -6.545 1.247 2.515
H -5.059 -0.628 2.881
N 0.324 1.410 0.361
C -0.181 2.401 -0.002
N -0.580 3.514 -0.457
C -1.771 4.025 -0.388
N -2.749 4.637 -0.415
*
```

Summary:
Molar mass, g mol⁻¹: 641.425
Frontier orbital gap (alpha / beta), eV: 6.05 / 6.77
LUMO (alpha / beta), Ha: 0.094 / 0.061
⟨S²⟩: 0.77
HOMO energy (alpha / beta), eV: -3.49 / -5.11

Results of the natural (NBO) charge analysis, in e, for atoms 1 through 8: 1.86 -0.69 0.37 -0.29 -0.19 -0.27 -0.16 -0.22



No. 7
Formula: C4H12N2S
Source: OMol25
Level of theory: ωB97M-V/def2-TZVPD

```
! wB97M-V def2-TZVPD RIJCOSX def2/J DEFGRID3
* xyz 0 1
N -1.789 -0.624 1.640
C -1.246 0.222 0.514
C -0.288 -0.490 -0.420
N -1.006 -1.069 -1.542
C 0.623 0.710 -1.020
C 1.821 1.208 -0.005
S 2.788 -0.246 0.678
H -1.107 -0.645 2.380
H -2.628 -0.120 2.025
H -0.677 1.056 0.950
H -2.118 0.530 -0.026
H 0.305 -1.375 0.152
H -1.450 -1.902 -1.157
H -0.179 -1.478 -1.965
H 1.073 0.365 -1.966
H -0.083 1.554 -1.237
H 2.618 1.665 -0.592
H 1.402 1.802 0.818
H 1.940 -1.162 0.773
*
```

Summary:
Molar mass, g mol⁻¹: 120.221
Frontier orbital gap, eV: 10.01
LUMO, Ha: 0.031
Energy relative to the best compared isomer or geometry (same formula, charge and spin), kcal/mol: 29.76
SMILES: NC[C@@H](N)CCS
HOMO energy, eV: -9.16

Results of the natural (NBO) charge analysis, in e, for atoms 1 through 8: -0.84 -0.24 -0.05 -0.81 -0.41 -0.50 -0.06 0.35



No. 8
Formula: C11H15NO
Source: OMol25
Level of theory: ωB97M-V/def2-TZVPD

```
! wB97M-V def2-TZVPD RIJCOSX def2/J DEFGRID3
* xyz 0 1
C -2.196 1.673 1.566
C -0.965 2.050 0.795
C 0.019 2.984 1.177
N 1.151 2.834 0.408
C 0.810 1.876 -0.651
C 1.659 1.224 -1.716
C 0.966 0.245 -2.430
C -0.233 -0.271 -2.093
C -0.895 0.139 -0.907
C -0.368 1.289 -0.217
H -3.108 1.856 1.137
H -2.341 2.053 2.530
H -2.462 0.550 1.710
H -0.052 3.881 1.824
H 2.075 3.111 0.510
H 2.676 1.571 -1.961
H 1.471 -0.065 -3.378
H -0.915 -1.098 -2.361
H -1.947 -0.133 -0.667
C 0.308 -2.743 1.466
C 0.330 -2.662 -0.095
O 1.699 -2.838 -0.466
H 0.023 -3.735 1.792
H -0.390 -2.013 1.918
H 1.324 -2.529 1.733
H -0.118 -3.603 -0.550
H -0.361 -1.872 -0.477
H 1.840 -3.774 -0.597
*
```

Summary:
Molar mass, g mol⁻¹: 177.247
Frontier orbital gap, eV: 8.48
LUMO, Ha: 0.031
Energy relative to the best compared isomer or geometry (same formula, charge and spin), kcal/mol: 73.83
SMILES: Cc1c[nH]c2ccccc12.CCO
HOMO energy, eV: -7.62

Results of the natural (NBO) charge analysis, in e, for atoms 1 through 8: -0.63 -0.10 0.00 -0.55 0.15 -0.21 -0.23 -0.25



No. 9
Formula: C8H25FeN6O3S2
Source: OMol25
Level of theory: ωB97M-V/def2-TZVPD

```
! wB97M-V def2-TZVPD RIJCOSX def2/J DEFGRID3
* xyz 2 2
Fe -0.126 -0.115 0.155
N 1.338 -0.621 1.490
C 1.784 0.645 2.135
C 0.544 1.378 2.599
N -0.532 1.300 1.549
C -1.818 0.956 2.254
C -1.866 -0.541 2.448
N -1.568 -1.113 1.121
C -0.721 2.583 0.794
C -1.668 2.309 -0.369
N -1.148 1.125 -1.101
H 1.028 -1.285 2.196
H 2.106 -1.066 0.994
H 2.321 1.215 1.384
H 2.467 0.460 2.964
H 0.750 2.418 2.853
H 0.157 0.901 3.498
H -2.660 1.248 1.634
H -1.885 1.520 3.184
H -2.836 -0.864 2.826
H -1.111 -0.888 3.153
H -2.368 -1.104 0.483
H -1.291 -2.090 1.167
H 0.258 2.896 0.425
H -1.105 3.363 1.455
H -1.743 3.180 -1.019
H -2.676 2.090 -0.030
H -0.418 1.432 -1.741
H -1.850 0.643 -1.665
N 3.946 0.709 -2.454
C 2.719 0.223 -2.296
N 2.268 -0.699 -3.113
S 1.815 0.930 -0.990
H 4.515 0.463 -3.250
H 4.296 1.406 -1.819
H 2.850 -1.046 -3.860
H 1.292 -1.005 -3.085
C -0.917 -3.782 -2.088
S -0.884 -2.032 -1.953
O -0.393 -1.460 -3.183
O -2.193 -1.562 -1.539
O 0.120 -1.767 -0.819
H -1.442 -4.006 -3.015
H -1.455 -4.191 -1.237
H 0.102 -4.157 -2.132
*
```

Summary:
Molar mass, g mol⁻¹: 373.306
Frontier orbital gap (alpha / beta), eV: 8.42 / 8.64
LUMO (alpha / beta), Ha: -0.268 / -0.261
Energy relative to the best compared isomer or geometry (same formula, charge and spin), kcal/mol: 0.00
⟨S²⟩: 0.79
HOMO energy (alpha / beta), eV: -15.73 / -15.74

Results of the natural (NBO) charge analysis, in e, for atoms 1 through 8: 1.14 -0.77 -0.25 -0.24 -0.41 -0.24 -0.24 -0.78